# 1
{"formula": "C12H36O12S3", "method": "ωB97M-V with the def2-TZVPD basis set", "smiles": "CCOS(C)(=O)=O.CCOS(C)(=O)=O.CCOS(C)(=O)=O.CO.CO.CO", "total_energy_ha": -2576.119445, "charge": 0, "mol_weight_da": 468.6, "homo_lumo_gap_ev": 10.61, "symbols": ["S", "S", "S", "O", "O", "O", "O", "O", "O", "O", "O", "O", "O", "O", "O", "C", "C", "C", "C", "C", "C", "C", "C", "C", "C", "C", "C", "H", "H", "H", "H", "H", "H", "H", "H", "H", "H", "H", "H", "H", "H", "H", "H", "H", "H", "H", "H", "H", "H", "H", "H", "H", "H", "H", "H", "H", "H", "H", "H", "H", "H", "H", "H"], "coordinates": [[8.99403, -4.92303, 15.41468], [7.73838, -9.27341, 16.40591], [11.33816, -7.90445, 12.33398], [13.67293, -11.23998, 13.90214], [8.29569, -9.87014, 17.55320], [9.57751, -13.00958, 15.52455], [8.79673, -13.21142, 18.17936], [6.66679, -10.39234, 15.91938], [9.79433, -3.94103, 14.73103], [9.67265, -6.16069, 15.71118], [12.21244, -8.65468, 11.24138], [10.12592, -8.70850, 12.53480], [7.68138, -5.20492, 14.56957], [11.28294, -6.57895, 11.85515], [7.03512, -7.99700, 16.47495], [8.81419, -9.41123, 15.05491], [7.10425, -5.74840, 12.23638], [9.71861, -13.09947, 19.28758], [9.42762, -13.86718, 14.45503], [11.64173, -10.08198, 9.40397], [7.47341, -4.66185, 13.23497], [8.24664, -4.41308, 16.97682], [11.94267, -10.01777, 10.88625], [12.29328, -7.95479, 13.83469], [5.15083, -11.50504, 14.59442], [5.70878, -10.13103, 14.87352], [12.79004, -11.46032, 15.00004], [9.92754, -13.54005, 13.53907], [6.17076, -6.26786, 12.58770], [10.62955, -9.57755, 9.20030], [13.29092, -11.70064, 15.97171], [8.41497, -14.14944, 14.12876], [12.08294, -12.32412, 14.73935], [6.64800, -3.97030, 13.38345], [5.79328, -12.09885, 13.91512], [9.94360, -14.87643, 14.62794], [9.09185, -3.94585, 17.52946], [10.64494, -13.39315, 18.86469], [9.08044, -10.44531, 14.97683], [4.06352, -11.51594, 14.13414], [9.69833, -8.80287, 15.23239], [5.15637, -12.04534, 15.51899], [12.89556, -8.86444, 13.76903], [9.44866, -13.31663, 16.42923], [12.45817, -9.64106, 8.85665], [8.34295, -12.34581, 18.07200], [8.33327, -9.02325, 14.13585], [9.43224, -13.88929, 19.99453], [7.95869, -6.40564, 11.97016], [5.07697, -9.34883, 15.27126], [7.84934, -5.17175, 17.55201], [7.49934, -3.59378, 16.79574], [9.76316, -12.05903, 19.60054], [14.16334, -12.07013, 13.65977], [11.61408, -11.09489, 9.06266], [12.29594, -10.51978, 15.07379], [8.30910, -4.09005, 12.91992], [12.88005, -10.61864, 11.10720], [6.25073, -9.76179, 13.98938], [11.18103, -10.42682, 11.57215], [11.53224, -8.07667, 14.53485], [12.90981, -7.07510, 13.81624], [6.80640, -5.22502, 11.36678]]}

***

# 2
{"formula": "C5H11N3O", "method": "ωB97M-V with the def2-TZVPD basis set", "total_energy_ha": -436.346053, "charge": 0, "relative_energy_kcal_mol": 188.9, "mol_weight_da": 129.2, "homo_lumo_gap_ev": [7.60, 7.59], "symbols": ["O", "N", "N", "N", "C", "C", "C", "C", "C", "H", "H", "H", "H", "H", "H", "H", "H", "H", "H", "H"], "coordinates": [[-2.28707, 0.72150, 0.63902], [0.05297, 1.71668, -0.61138], [-1.71266, -0.54257, 0.29846], [2.49245, 0.31586, 0.41107], [0.32343, -0.53748, 0.47368], [0.46386, 0.55953, -0.10537], [3.05384, 1.31138, -0.10177], [-2.17065, -0.81525, -1.04479], [0.70461, -1.81874, 1.06113], [0.83319, -1.71876, 2.14147], [-0.07198, -2.56237, 0.87362], [-0.43569, 2.31134, 0.05223], [-1.75451, -1.77368, -1.36167], [2.52061, 2.08924, -0.68562], [1.65266, -2.18540, 0.66496], [-1.87916, -0.03312, -1.76464], [-3.26552, -0.89645, -1.07402], [-0.39900, 1.65867, -1.51752], [-2.25565, 0.71010, 1.60602], [4.13426, 1.48954, 0.04510]]}

***

# 3
{"formula": "C26H76N6O12", "method": "ωB97M-V with the def2-TZVPD basis set", "smiles": "NC(N)=O.NC(N)=O.NC(N)=O.CC(C)O.CC(C)O.CC(C)O.CC(C)O.CC(C)O.CC(C)O.CC(C)O.CO.CO", "total_energy_ha": -2267.176048, "charge": 0, "relative_energy_kcal_mol": 316.4, "mol_weight_da": 664.9, "homo_lumo_gap_ev": 8.81, "symbols": ["O", "O", "O", "O", "O", "O", "O", "O", "O", "O", "O", "O", "N", "N", "N", "N", "N", "N", "C", "C", "C", "C", "C", "C", "C", "C", "C", "C", "C", "C", "C", "C", "C", "C", "C", "C", "C", "C", "C", "C", "C", "C", "C", "C", "H", "H", "H", "H", "H", "H", "H", "H", "H", "H", "H", "H", "H", "H", "H", "H", "H", "H", "H", "H", "H", "H", "H", "H", "H", "H", "H", "H", "H", "H", "H", "H", "H", "H", "H", "H", "H", "H", "H", "H", "H", "H", "H", "H", "H", "H", "H", "H", "H", "H", "H", "H", "H", "H", "H", "H", "H", "H", "H", "H", "H", "H", "H", "H", "H", "H", "H", "H", "H", "H", "H", "H", "H", "H", "H", "H"], "coordinates": [[-21.79734, -9.03675, -1.24917], [-24.57254, -12.12275, -0.75411], [-22.49377, -12.71815, -3.21811], [-25.07289, -17.24009, 0.00950], [-22.55462, -14.39277, -10.78430], [-20.55317, -17.30842, -2.07984], [-27.77885, -13.31270, -6.16967], [-22.68023, -16.11415, 0.88974], [-22.65845, -8.72409, -4.38078], [-20.85105, -12.36179, -6.33415], [-24.07623, -15.85756, -6.16506], [-18.49249, -15.87620, -5.55359], [-25.37423, -13.45869, -6.33910], [-23.46606, -14.65908, -3.79469], [-19.03577, -11.28878, -7.42963], [-22.85870, -13.39141, -5.38921], [-18.81934, -13.32477, -6.99033], [-26.31030, -14.35907, -4.56910], [-24.49712, -17.02239, -6.25193], [-22.93394, -14.92235, 0.64268], [-22.31642, -10.08769, -4.45570], [-25.65530, -18.63483, -1.67492], [-21.49670, -12.71525, -10.07735], [-20.59421, -11.17169, -1.09372], [-19.84432, -14.70583, -3.95372], [-22.22531, -14.09422, 1.71148], [-25.22439, -12.30977, -1.95942], [-25.77685, -17.24939, -0.99962], [-22.01775, -18.73890, -0.92304], [-21.88369, -10.26161, -1.06872], [-22.72576, -13.59825, -9.89406], [-19.53033, -15.88885, -4.88421], [-22.95318, -13.55720, -4.12761], [-25.21103, -17.01196, -7.58728], [-21.16404, -18.38494, -2.15627], [-25.34645, -17.54226, -5.06076], [-19.58394, -12.30548, -6.83485], [-22.29033, -14.61835, -0.73639], [-22.76160, -14.03588, -8.42495], [-22.12143, -18.31498, -3.33622], [-26.49744, -13.74599, -5.71436], [-25.44680, -16.05708, -1.85363], [-22.62387, -10.30084, 0.24120], [-20.78980, -15.97618, -5.77618], [-21.03901, -15.00601, -6.28833], [-23.55953, -16.51994, 0.88961], [-21.64402, -14.59576, -10.80298], [-20.41819, -19.13070, -2.23104], [-23.29015, -14.95506, -8.39983], [-18.32901, -11.59030, -8.10700], [-26.33808, -17.13098, -4.91459], [-22.72929, -11.29150, 0.61869], [-24.80123, -15.27503, -6.48025], [-24.43948, -16.32763, -2.23772], [-19.47352, -10.35611, -7.60566], [-18.29943, -16.58670, -6.18639], [-24.62620, -18.93643, -1.76103], [-22.78412, -17.48625, -3.23484], [-21.24321, -14.49934, -0.69549], [-22.18825, -8.85296, -2.10805], [-22.71340, -13.69405, -1.11084], [-22.03696, -8.25445, -4.88761], [-21.74280, -14.19457, -8.05518], [-25.43046, -13.35945, -2.25311], [-22.26835, -19.81803, -1.03628], [-20.03852, -17.09636, -1.26351], [-19.19531, -14.16135, -6.46938], [-26.89282, -17.13159, -0.69893], [-24.78678, -11.73681, -2.72181], [-25.50561, -13.16761, -7.28101], [-21.43291, -18.65612, 0.05928], [-20.77657, -16.75282, -6.47975], [-26.27109, -15.87045, -2.63437], [-19.80268, -11.09773, -0.30087], [-24.72892, -16.48182, -8.41863], [-25.35570, -18.62614, -5.03170], [-20.64599, -13.29481, -10.21557], [-21.66415, -12.08572, -10.94067], [-26.18700, -19.43407, -1.19641], [-22.62562, -10.71801, -1.81375], [-24.89183, -17.24057, -4.13219], [-22.05216, -13.11629, 1.44957], [-20.28239, -11.31404, -2.16444], [-24.82756, -11.31758, -0.44809], [-25.41158, -18.03850, -7.95636], [-22.92778, -18.16310, -0.64401], [-21.68006, -18.15913, -4.32974], [-22.16062, -12.69736, -5.71947], [-21.71330, -16.21635, -5.24470], [-22.20829, -10.43784, -5.53029], [-20.76082, -15.00553, -3.41285], [-21.25623, -12.04797, -9.22408], [-26.18602, -18.68354, -2.58674], [-23.37748, -13.25681, -7.90862], [-19.37627, -16.79644, -4.25711], [-25.19564, -15.26856, -1.11510], [-26.21612, -11.88601, -1.89079], [-21.43219, -10.36003, -3.96143], [-24.87886, -18.13087, 0.29897], [-25.37986, -14.50514, -4.18420], [-20.01030, -13.76766, -4.52946], [-23.65268, -12.98894, -10.07689], [-22.82377, -19.13475, -3.32352], [-23.65238, -9.93562, 0.07189], [-21.29520, -14.53018, 2.03271], [-19.05575, -14.53184, -3.16086], [-27.12768, -14.64136, -4.07381], [-23.01141, -10.70092, -3.89582], [-24.00121, -14.63006, 0.69822], [-22.87302, -14.12123, 2.56267], [-23.59094, -17.64935, -6.33776], [-20.83672, -12.23565, -0.97189], [-26.12468, -16.53048, -7.54636], [-22.53328, -15.22705, -1.64320], [-23.04271, -14.13963, -5.98535], [-22.14642, -9.68162, 1.04062], [-17.80495, -13.38390, -6.80197], [-23.50692, -15.48285, -4.42796], [-24.50871, -13.16917, -5.77996], [-23.63854, -14.82029, -2.79475]]}

***

# 4
{"formula": "C32H63Br3ClN3O3P2S2", "method": "ωB97M-V with the def2-TZVPD basis set", "total_energy_ha": -11307.529874, "charge": 1, "s2": 0.759, "multiplicity": 2, "mol_weight_da": 939.1, "homo_lumo_gap_ev": [4.66, 4.65], "symbols": ["Br", "Br", "Br", "Cl", "S", "S", "P", "P", "O", "O", "O", "N", "N", "N", "C", "C", "C", "C", "C", "C", "C", "C", "C", "C", "C", "C", "C", "C", "C", "C", "C", "C", "C", "C", "C", "C", "C", "C", "C", "C", "C", "C", "C", "C", "C", "C", "H", "H", "H", "H", "H", "H", "H", "H", "H", "H", "H", "H", "H", "H", "H", "H", "H", "H", "H", "H", "H", "H", "H", "H", "H", "H", "H", "H", "H", "H", "H", "H", "H", "H", "H", "H", "H", "H", "H", "H", "H", "H", "H", "H", "H", "H", "H", "H", "H", "H", "H", "H", "H", "H", "H", "H", "H", "H", "H", "H", "H", "H", "H"], "coordinates": [[-1.04663, 0.57174, 2.58807], [-1.71484, 1.74808, -0.71956], [-2.75044, -1.91787, 3.06240], [0.12202, 2.35441, -2.90172], [0.78107, -1.73573, 3.98910], [-4.05811, -3.05159, -0.11522], [-0.62194, 0.31291, -2.91069], [0.63243, -1.98453, 2.04654], [0.74718, -0.62128, -3.36871], [0.31082, -1.90397, -0.59405], [6.13676, 0.84418, -1.30570], [-1.25672, -0.04179, -1.24467], [7.42845, 0.50000, -0.86140], [0.99197, 0.30778, -0.49695], [-3.18594, -1.34691, 0.06610], [-6.72907, 0.50256, 3.43349], [-4.21000, -0.26333, 0.72849], [-0.71919, -0.80842, 1.25393], [-2.83075, 1.67649, 6.42748], [3.03488, 3.34148, 0.48756], [-5.05441, -0.85809, -2.53471], [-4.41183, 1.55498, 4.23101], [7.95279, -0.55934, -1.78890], [-2.03895, -1.76846, 1.20607], [-0.21970, -0.52746, -0.25571], [1.64895, 1.02985, 0.58741], [8.22005, 1.77369, -0.76463], [-3.49950, -0.43810, -2.55724], [-6.49653, 0.46932, 1.81277], [9.33229, 1.21313, -3.02135], [6.91049, -1.70234, -2.03111], [9.14905, -1.31233, -1.14679], [9.42766, 1.55858, 0.18456], [-2.50987, -0.93535, -1.36518], [8.39613, 0.01594, -3.15948], [-4.69846, -0.40029, 6.16415], [-4.01011, 0.96228, 5.53613], [-8.01853, 0.36483, 1.12691], [-5.29607, -2.24643, -3.43636], [2.98783, 1.79792, -0.06490], [-7.73789, -3.02775, -4.47003], [-6.00478, 1.86692, 3.99877], [-5.62824, -0.86321, 1.29158], [8.70983, 2.29312, -2.14287], [-6.40831, -2.04414, -4.63508], [7.42759, 2.93382, -0.07017], [9.54083, 1.62787, -4.01503], [-5.88553, -0.40138, 6.05043], [-4.50828, 0.49839, -0.14213], [-3.77099, 0.40511, 1.58180], [1.95518, -1.73757, 1.48253], [-6.10264, 2.68266, 3.13492], [9.86952, 2.51719, 0.48588], [-6.55349, 2.33493, 4.93533], [10.07438, -0.74007, -1.12475], [7.51725, 0.32284, -3.74195], [-7.88556, 0.60704, 3.71028], [-1.80580, 1.70072, 5.83383], [-5.99870, 1.42462, 1.35629], [-3.05564, 2.78634, 6.73997], [-6.35394, -0.49281, 3.92107], [-3.02611, -3.94893, -0.54046], [9.43923, 3.10156, -2.00381], [7.03622, 2.61816, 0.90462], [0.37571, -1.51046, -3.70335], [1.75770, -0.22441, -1.01202], [0.32446, -3.37492, 1.68353], [-2.09608, -1.98346, -1.77147], [0.01585, -2.19571, -1.48910], [-8.33185, -0.78316, 1.08746], [8.89568, -0.76069, -3.75273], [7.86855, 2.73556, -2.69306], [4.15404, 3.66388, 0.66937], [-5.57743, -1.04542, -1.52195], [-8.01697, -3.51523, -5.52300], [6.57108, -2.13206, -1.08101], [6.02982, -1.36425, -2.58920], [-4.32183, -1.36245, 5.60265], [-3.47356, 0.73452, -2.78240], [3.92960, 1.19328, 0.30051], [6.58990, 3.29631, -0.67665], [-3.64111, 1.76097, 3.35496], [-5.89426, -2.37821, -5.64500], [2.48569, 4.06396, -0.26457], [-5.67427, -0.01369, -3.10284], [-4.28237, -2.72520, -3.80607], [10.24697, 1.00030, -0.26322], [9.11964, 1.04732, 1.10529], [0.95349, 1.93553, 0.93692], [2.51725, 3.32430, 1.56279], [-5.76657, -3.05492, -2.69443], [-7.98549, 0.73216, 0.00508], [-6.31466, -1.37333, 0.49622], [8.07401, 3.80346, 0.10215], [10.29940, 0.90219, -2.61390], [2.92500, 1.70419, -1.24567], [-1.64719, -2.85607, 0.90659], [-2.68034, 1.02592, 7.41557], [2.06899, 0.43937, 1.50377], [7.34817, -2.51745, -2.62183], [-4.48776, -0.44063, 7.31458], [-6.73383, -0.92024, -4.78145], [-8.84290, 0.90431, 1.76497], [-5.53993, -1.58064, 2.21058], [-3.09082, -0.91684, -3.57661], [9.39412, -2.21619, -1.72095], [-8.62868, -2.37528, -4.03720], [8.91542, -1.63391, -0.12396], [-7.51001, -3.95470, -3.75753]]}